Record 1
An isolated molecule of C4H7NO, computed with wB97M-V/def2-TZVPD.

Each line ends with the Löwdin charge.
Geometry (Å):
C: 2.115 -0.229 0.145  0.004
C: 0.646 0.072 0.193  -0.439
N: 0.071 1.194 0.031  0.097
C: -1.369 0.905 -0.014  -0.185
C: -1.423 -0.620 -0.173  -0.153
O: -0.142 -1.044 0.316  -0.037
H: 2.671 0.228 0.968  0.083
H: 2.532 0.174 -0.792  0.090
H: 2.269 -1.309 0.160  0.080
H: -1.866 1.247 0.905  0.111
H: -1.817 1.424 -0.867  0.108
H: -1.455 -0.918 -1.234  0.122
H: -2.233 -1.124 0.360  0.119

Results
* SMILES string: CC1=NCCO1
* frontier orbital gap: 0.386 Eh
* M: 85.1 u

***

Record 2
A cluster of 2 separate species, C4H7NO in total in a non-equilibrium geometry, computed with wB97M-V/def2-TZVPD.

Each line ends with the Löwdin charge.
Geometry (Å):
C: 0.992 -1.691 -0.036  -0.129
C: 0.948 -0.202 -0.324  -0.203
C: -1.294 0.941 -0.024  -0.025
O: -2.575 1.061 -0.366  0.029
C: 1.110 0.692 0.750  -0.366
N: 0.907 1.505 1.577  0.131
H: 2.011 -2.102 0.053  0.074
H: 0.474 -1.928 0.900  0.073
H: 0.495 -2.229 -0.847  0.066
H: 1.469 0.111 -1.232  0.092
H: -0.607 1.702 -0.357  0.068
H: -1.161 0.274 0.807  0.071
H: -2.736 1.856 -0.898  0.120

Results
* frontier orbital gap (spin up / spin down): 0.312 / 0.278 Eh
* M: 85.1 u

***

Record 3
An isolated molecule of C4H7NO, computed with wB97M-V/def2-TZVPD.

Each line ends with the Löwdin charge.
Geometry (Å):
C: 1.965 0.051 0.746  -0.072
C: 0.582 0.380 0.233  -0.281
O: 0.105 -0.782 -0.426  -0.108
C: -1.216 -0.751 -0.756  -0.166
C: -2.025 0.263 -0.571  -0.180
N: -2.777 1.248 -0.598  0.124
H: 2.603 -0.271 -0.082  0.080
H: 2.420 0.922 1.226  0.078
H: 1.903 -0.764 1.473  0.081
H: 0.598 1.236 -0.461  0.127
H: -0.101 0.639 1.057  0.124
H: -1.589 -1.650 -1.229  0.122
H: -2.627 1.619 -1.539  0.071

Results
* SMILES string: CCOC=C=N
* frontier orbital gap: 0.342 Eh
* M: 85.1 u

***

Record 4
An isolated molecule of C4H7NO in a non-equilibrium geometry, computed with wB97M-V/def2-TZVPD.

Each line ends with the Löwdin charge.
Geometry (Å):
C: -1.749 0.023 -0.567  -0.075
N: -0.432 -0.474 -0.301  -0.206
C: 0.048 -0.688 0.989  -0.075
C: 0.638 0.412 -0.161  -0.143
C: 2.105 0.279 -0.310  -0.256
O: 2.811 1.215 -0.619  0.039
H: -2.423 -0.801 -0.329  0.090
H: -1.797 0.264 -1.627  0.088
H: -2.030 0.903 0.035  0.092
H: -0.109 -0.191 1.917  0.079
H: 0.082 -1.755 1.214  0.101
H: 0.344 1.459 -0.361  0.148
H: 2.512 -0.646 0.122  0.117

Results
* SMILES string: CN1C[C@H]1C=O
* frontier orbital gap: 0.358 Eh
* M: 85.1 u